Below is a structure of composition C53H53N2NaO3P2 at a distorted geometry, with properties calculated with wB97M-V/def2-TZVPD.

Each line ends with the Mulliken charge.
Cartesian coordinates (Å):
Na: 0.308 0.301 -0.298  0.649
C: -2.702 -2.039 6.479  -1.718
C: -1.386 -1.242 6.378  1.686
C: -0.825 -1.025 7.793  -1.993
C: -1.660 0.101 5.716  0.277
C: -2.319 1.090 6.437  0.063
C: -2.562 2.330 5.876  -1.785
C: -2.151 2.566 4.573  0.887
C: -1.529 1.608 3.771  -0.745
P: -1.089 2.043 1.803  1.567
C: -2.871 2.569 1.759  1.097
C: -3.420 3.815 2.041  -0.041
C: -4.792 4.035 1.972  -1.128
C: -5.655 3.004 1.627  -0.614
C: -5.129 1.742 1.368  -0.517
C: -3.760 1.534 1.437  -1.057
C: 0.152 3.353 2.370  0.447
C: 0.739 3.329 3.648  -0.523
C: 1.809 4.150 3.991  -0.830
C: 2.344 5.040 3.072  -0.665
C: 1.807 5.066 1.793  -0.942
C: 0.751 4.229 1.451  -0.032
C: -1.296 0.374 4.390  -0.480
O: -0.671 -0.591 3.624  -0.072
C: -0.124 -1.706 4.216  -0.793
C: 0.691 -2.496 3.392  -0.107
C: 1.290 -3.602 3.992  0.011
C: 1.062 -3.948 5.319  -1.638
C: 0.207 -3.173 6.078  -0.071
C: -0.395 -2.036 5.545  0.261
P: 0.756 -2.087 1.467  1.765
C: -0.633 -3.301 1.216  0.726
C: -0.577 -4.660 1.511  -0.168
C: -1.675 -5.488 1.295  -0.778
C: -2.864 -4.964 0.807  -0.650
C: -2.944 -3.604 0.531  -0.549
C: -1.839 -2.789 0.726  -0.399
C: 2.364 -2.984 1.279  0.799
C: 3.448 -2.478 2.000  -0.484
C: 4.712 -3.040 1.900  -0.797
C: 4.921 -4.138 1.074  -0.534
C: 3.853 -4.654 0.351  -0.899
C: 2.589 -4.078 0.449  -0.701
H: -3.446 -1.479 7.054  0.400
H: -2.531 -3.005 6.966  0.407
H: -3.107 -2.225 5.482  0.373
H: -1.530 -0.472 8.415  0.419
H: 0.110 -0.463 7.747  0.385
H: -0.633 -1.976 8.291  0.436
H: -2.647 0.890 7.450  0.308
H: -3.062 3.104 6.448  0.376
H: -2.314 3.557 4.164  0.279
H: -2.776 4.630 2.344  0.485
H: -5.189 5.021 2.191  0.385
H: -6.724 3.177 1.571  0.314
H: -5.788 0.922 1.105  0.411
H: -3.355 0.547 1.231  0.360
H: 0.372 2.646 4.402  0.213
H: 2.225 4.084 4.990  0.435
H: 3.176 5.680 3.339  0.338
H: 2.228 5.720 1.039  0.420
H: 0.411 4.212 0.431  -0.252
H: 1.954 -4.228 3.406  0.477
H: 1.536 -4.824 5.749  0.354
H: -0.005 -3.464 7.101  0.270
H: 0.329 -5.086 1.922  0.274
H: -1.601 -6.546 1.520  0.405
H: -3.717 -5.611 0.636  0.337
H: -3.866 -3.180 0.151  0.442
H: -1.899 -1.733 0.486  0.359
H: 3.287 -1.633 2.661  0.407
H: 5.537 -2.618 2.462  0.381
H: 5.906 -4.581 0.989  0.333
H: 4.003 -5.500 -0.310  0.373
H: 1.779 -4.475 -0.150  0.417
C: 3.863 -0.297 -0.966  -0.958
N: 2.935 0.708 -0.472  1.074
C: 3.370 1.259 0.804  -0.561
C: 2.740 1.783 -1.454  -0.268
C: 2.146 1.292 -2.765  0.856
C: 2.861 1.507 -3.944  -0.608
C: 2.330 1.111 -5.171  -0.522
C: 1.086 0.487 -5.181  -0.618
C: 0.402 0.273 -3.980  -0.575
C: 0.878 0.663 -2.713  -0.333
H: 4.867 0.137 -1.148  0.333
H: 3.488 -0.714 -1.902  0.229
H: 3.959 -1.109 -0.243  -0.006
H: 4.313 1.829 0.712  0.323
H: 3.534 0.450 1.521  -0.032
H: 2.607 1.932 1.210  -0.110
H: 3.702 2.302 -1.634  0.277
H: 2.056 2.515 -1.002  -0.386
H: 3.838 1.986 -3.912  0.276
H: 2.881 1.275 -6.091  0.327
H: 0.653 0.164 -6.125  0.336
H: -0.566 -0.232 -4.049  0.259
O: 0.882 -3.444 -2.766  -0.815
C: 0.797 -2.745 -1.783  0.466
N: 0.739 -2.053 -0.808  -0.734
C: -0.398 3.681 -2.180  -1.425
C: -1.457 3.512 -1.091  1.822
C: -2.683 2.843 -1.725  -1.896
C: -1.840 4.950 -0.616  -1.815
O: -0.933 2.636 -0.084  0.659
H: -0.798 4.277 -3.009  0.461
H: -0.084 2.707 -2.546  -0.182
H: 0.486 4.199 -1.782  0.382
H: -3.013 3.397 -2.613  0.421
H: -3.512 2.798 -1.013  0.410
H: -2.411 1.824 -2.024  0.133
H: -2.916 5.134 -0.688  0.424
H: -1.329 5.702 -1.227  0.342
H: -1.543 5.119 0.411  0.188

Values from the calculation:
- Highest occupied orbital energy: -1.2 eV
- Multiplicity: 1
- Charge: -2
- Calculated total energy: -87938.3251 eV
- ΔE to the lowest compared entry with this formula, charge and spin: 45.5 kJ/mol
- Molar mass: 850.96 g/mol
- Frontier orbital gap: 5.063 eV
- LUMO energy: 0.1412 Eh

=====

Below is the molecule C3H5NO2 at a distorted geometry, with properties calculated with wB97M-V/def2-TZVPD.

Each line ends with the natural charge from an NBO analysis.
Cartesian coordinates (Å):
N: 1.433 -0.916 2.430  -0.288
C: 0.694 -0.646 1.583  0.246
C: -0.221 -0.276 0.490  -0.032
O: -0.345 -1.348 -0.441  -0.707
C: 0.286 0.945 -0.298  -0.068
O: -0.462 0.972 -1.478  -0.706
H: -1.198 -0.009 0.909  0.216
H: -1.233 -1.725 -0.400  0.493
H: 1.370 0.884 -0.485  0.175
H: 0.099 1.844 0.300  0.191
H: -0.520 0.022 -1.697  0.480

Values from the calculation:
- Highest occupied orbital energy: -10.9 eV
- Multiplicity: 1
- Charge: 0
- Calculated total energy: -8776.0580 eV
- ΔE to the lowest compared entry with this formula, charge and spin: 157.9 kJ/mol
- SMILES string: N#C[C@H](O)CO
- Molar mass: 87.08 g/mol
- Frontier orbital gap: 11.167 eV
- LUMO energy: 0.0104 Eh

=====

Below is the molecule C4H7NO2 at a distorted geometry, with properties calculated with wB97M-V/def2-TZVPD.

Each line ends with the natural charge from an NBO analysis.
Cartesian coordinates (Å):
C: 1.478 1.066 -0.573  -0.623
C: 0.307 0.267 -0.091  -0.033
C: -0.115 -1.124 0.265  -0.202
C: -1.252 -1.284 -0.715  0.398
O: -1.055 -1.741 -1.819  -0.526
N: 0.021 -0.031 1.257  -0.131
O: -1.060 0.728 1.763  -0.582
H: 2.405 0.968 -0.002  0.226
H: 1.657 0.813 -1.619  0.227
H: 1.151 2.111 -0.509  0.224
H: -0.651 0.529 -0.702  0.179
H: 0.424 -2.038 0.490  0.230
H: -2.242 -0.961 -0.356  0.138
H: -0.934 0.666 2.721  0.476

Values from the calculation:
- Highest occupied orbital energy: -9.6 eV
- Multiplicity: 1
- Charge: 0
- Calculated total energy: -9842.4739 eV
- ΔE to the lowest compared entry with this formula, charge and spin: 463.7 kJ/mol
- SMILES string: C[C@H]1[C@H](C=O)N1O
- Molar mass: 101.10 g/mol
- Frontier orbital gap: 10.492 eV
- LUMO energy: 0.0326 Eh

=====

Below is a structure of composition C33H66BrI2N3O3P at a distorted geometry, with properties calculated with wB97M-V/def2-TZVPD.

Each line ends with the Mulliken charge.
Cartesian coordinates (Å):
C: -0.049 -0.093 4.792  -1.197
C: 1.116 -1.021 4.288  -0.162
Br: 2.059 -1.659 5.900  -0.146
C: 0.450 -2.262 3.610  0.273
P: 1.298 -2.860 2.049  -0.118
C: 3.099 -3.307 2.356  -0.934
I: 4.353 -1.608 2.874  0.108
C: 3.654 -3.897 0.982  -0.423
C: 5.182 -4.242 1.034  -1.147
I: 3.388 -2.381 -0.580  0.165
H: 0.389 0.880 5.084  0.444
H: -0.742 0.112 3.953  -0.024
H: -0.593 -0.552 5.634  0.483
H: 1.728 -0.406 3.612  0.430
H: -0.569 -1.945 3.296  -0.626
H: 0.282 -3.064 4.358  0.698
H: 0.682 -4.135 1.791  -0.010
H: 3.273 -4.087 3.120  0.655
H: 3.005 -4.756 0.738  0.585
H: 5.749 -3.421 0.564  0.370
H: 5.481 -4.363 2.090  0.338
H: 5.321 -5.171 0.447  0.322
C: -6.192 -1.866 5.953  -1.762
C: -5.364 -0.817 5.172  1.947
C: -6.291 0.041 4.293  -1.294
C: -6.770 -0.659 3.026  -0.678
C: -5.594 -1.250 2.256  -0.711
C: -4.721 -2.167 3.122  1.819
N: -4.305 -1.510 4.390  0.212
O: -3.372 -0.632 4.110  -0.341
C: -5.491 -3.470 3.420  -1.955
C: -3.510 -2.633 2.297  -1.208
C: -4.771 0.097 6.258  -2.022
H: -5.605 -2.760 6.168  0.335
H: -6.519 -1.480 6.920  0.491
H: -7.100 -2.167 5.430  0.321
H: -5.768 0.957 3.999  0.418
H: -7.158 0.359 4.878  0.343
H: -7.499 -1.438 3.267  0.339
H: -7.294 0.059 2.390  0.437
H: -5.965 -1.801 1.388  0.486
H: -4.987 -0.430 1.856  -0.200
H: -4.925 -4.113 4.098  0.391
H: -5.654 -4.032 2.499  0.458
H: -6.478 -3.311 3.847  0.334
H: -2.916 -1.804 1.910  -0.309
H: -3.838 -3.207 1.430  0.497
H: -2.855 -3.276 2.890  0.487
H: -4.084 -0.451 6.905  0.463
H: -5.567 0.506 6.884  0.509
H: -4.242 0.953 5.838  0.290
C: 3.233 0.433 -3.812  -2.128
C: 4.053 -0.131 -4.995  2.270
C: 5.529 -0.283 -4.590  -1.389
C: 6.304 1.031 -4.559  -0.478
C: 6.115 1.801 -5.863  -1.313
C: 4.637 2.014 -6.215  1.613
N: 3.866 0.744 -6.183  0.530
O: 4.179 0.053 -7.254  -0.629
C: 4.024 3.040 -5.240  -1.750
C: 4.541 2.698 -7.587  -1.852
C: 3.488 -1.543 -5.223  -1.841
H: 2.369 1.004 -4.157  0.308
H: 2.830 -0.358 -3.179  0.541
H: 3.823 1.066 -3.148  0.235
H: 6.032 -0.958 -5.291  0.423
H: 5.592 -0.761 -3.608  0.277
H: 5.993 1.642 -3.707  0.283
H: 7.366 0.824 -4.412  0.416
H: 6.624 2.766 -5.795  0.380
H: 6.614 1.253 -6.670  0.371
H: 2.952 3.156 -5.417  0.349
H: 4.485 4.019 -5.381  0.526
H: 4.170 2.794 -4.191  0.322
H: 5.039 2.130 -8.373  0.386
H: 5.021 3.678 -7.555  0.408
H: 3.499 2.847 -7.878  0.450
H: 2.442 -1.506 -5.535  0.432
H: 3.541 -2.125 -4.300  0.410
H: 4.051 -2.102 -5.970  0.413
C: 0.971 2.574 -1.790  -1.758
C: -0.556 2.545 -2.029  2.053
C: -1.185 3.888 -1.619  -1.455
C: -1.333 4.071 -0.111  -0.499
C: -2.029 2.865 0.515  -1.362
C: -1.344 1.539 0.163  2.022
N: -1.141 1.386 -1.302  0.448
O: -2.303 1.106 -1.845  -0.614
C: 0.004 1.449 0.907  -1.982
C: -2.166 0.377 0.744  -2.015
C: -0.708 2.407 -3.554  -1.896
H: 1.360 1.575 -1.583  0.247
H: 1.515 2.932 -2.667  0.520
H: 1.263 3.236 -0.973  0.302
H: -2.178 3.978 -2.071  0.424
H: -0.589 4.710 -2.024  0.361
H: -0.357 4.232 0.356  0.313
H: -1.918 4.971 0.091  0.444
H: -2.067 2.988 1.601  0.360
H: -3.072 2.846 0.177  0.407
H: 0.553 0.548 0.618  0.406
H: -0.161 1.398 1.985  0.289
H: 0.653 2.307 0.749  0.276
H: -3.197 0.372 0.387  0.360
H: -2.214 0.446 1.833  0.348
H: -1.712 -0.585 0.493  0.667
H: -0.299 1.459 -3.909  0.378
H: -0.175 3.213 -4.062  0.441
H: -1.747 2.476 -3.877  0.365

Values from the calculation:
- Highest occupied orbital energy (alpha / beta): -8.3 / -8.3 eV
- Multiplicity: 4
- Charge: 0
- Calculated total energy: -141430.9551 eV
- Molar mass: 917.60 g/mol
- Frontier orbital gap (alpha / beta): 8.453 / 8.200 eV
- LUMO energy (alpha / beta): 0.0046 / -0.0047 Eh

=====

Below is a structure of composition CHBrClNO2 at a distorted geometry, with properties calculated with wB97M-V/def2-TZVPD.

Each line ends with the natural charge from an NBO analysis.
Cartesian coordinates (Å):
C: -0.241 -0.376 0.329  -0.295
N: 0.582 0.576 -0.471  0.474
O: 0.784 0.132 -1.589  -0.335
O: 0.645 1.704 -0.020  -0.332
Cl: 0.520 -1.902 0.538  0.081
Br: -2.077 -0.501 -0.236  0.132
H: -0.214 0.366 1.449  0.274

Values from the calculation:
- Highest occupied orbital energy: -11.1 eV
- Multiplicity: 1
- Charge: 0
- Calculated total energy: -89198.8077 eV
- ΔE to the lowest compared entry with this formula, charge and spin: 76.3 kJ/mol
- Molar mass: 174.38 g/mol
- Frontier orbital gap: 10.133 eV
- LUMO energy: -0.0370 Eh